Record 1
{
  "formula": "C26H50N2O25S2",
  "method": "the ωB97M-V functional and the def2-TZVPD basis",
  "homo_ev": -9.380,
  "relative_energy_kcal_mol": 147.9,
  "homo_lumo_gap_ev": 8.65,
  "lumo_ev": -0.731,
  "total_charge": 0,
  "energy_ha": -3806.80545,
  "symbols": ["C", "N", "C", "C", "C", "C", "O", "H", "H", "H", "H", "H", "H", "H", "H", "H", "H", "H", "H", "H", "H", "N", "O", "O", "O", "O", "S", "O", "O", "C", "C", "C", "H", "H", "H", "H", "H", "H", "H", "H", "O", "S", "O", "O", "C", "C", "C", "H", "H", "H", "H", "H", "H", "H", "H", "C", "C", "O", "C", "O", "O", "H", "H", "H", "H", "C", "C", "O", "C", "O", "O", "H", "H", "H", "H", "C", "C", "O", "C", "O", "O", "H", "H", "H", "H", "C", "C", "O", "C", "O", "O", "H", "H", "H", "H", "C", "C", "O", "C", "O", "O", "H", "H", "H", "H"],
  "positions_angstrom": [[23.842, 15.551, 38.368], [22.963, 15.757, 37.262], [21.636, 16.017, 37.709], [23.522, 16.939, 36.520], [23.138, 14.559, 36.292], [22.463, 13.369, 36.816], [22.903, 12.242, 36.221], [24.960, 15.463, 38.072], [23.702, 14.680, 38.926], [23.993, 16.393, 39.012], [21.474, 16.942, 37.922], [21.274, 15.536, 38.602], [20.775, 15.793, 37.047], [22.911, 17.327, 35.686], [24.592, 16.987, 36.205], [23.843, 17.756, 37.208], [24.254, 14.325, 36.168], [22.456, 15.001, 35.185], [21.368, 13.427, 36.491], [22.482, 13.251, 37.679], [22.724, 11.587, 36.790], [26.653, 16.025, 33.690], [27.385, 17.001, 33.779], [27.107, 14.915, 33.724], [25.414, 16.168, 33.996], [27.334, 10.755, 36.294], [27.241, 10.346, 34.902], [28.373, 9.903, 34.138], [26.222, 9.004, 34.971], [26.815, 7.887, 35.723], [25.507, 6.796, 35.790], [26.200, 11.515, 34.108], [27.091, 8.276, 36.643], [27.583, 7.460, 35.396], [26.036, 5.948, 36.131], [25.008, 6.541, 34.839], [24.607, 7.068, 36.412], [25.242, 11.751, 34.537], [26.189, 10.991, 33.129], [26.732, 12.519, 33.965], [24.300, 11.737, 31.165], [23.230, 12.083, 30.174], [21.865, 11.570, 30.320], [23.003, 13.719, 30.336], [23.190, 14.165, 31.740], [22.834, 15.649, 32.138], [23.913, 11.770, 28.637], [24.235, 13.994, 32.034], [22.504, 13.551, 32.426], [23.425, 16.309, 31.382], [23.104, 16.089, 33.071], [21.718, 15.722, 32.095], [24.315, 10.665, 28.517], [24.601, 12.487, 28.263], [23.187, 11.770, 28.089], [30.327, 11.811, 32.017], [30.090, 12.564, 33.313], [31.032, 13.458, 33.433], [31.599, 13.596, 32.267], [32.527, 14.532, 32.185], [31.208, 12.704, 31.378], [29.161, 11.657, 31.554], [30.633, 10.908, 32.403], [29.812, 12.012, 34.238], [28.943, 12.874, 33.271], [25.428, 19.479, 32.035], [25.671, 20.050, 33.417], [24.571, 20.858, 33.674], [23.919, 21.049, 32.583], [22.880, 21.738, 32.621], [24.248, 20.311, 31.560], [25.148, 18.417, 32.105], [26.112, 19.642, 31.255], [26.621, 20.790, 33.376], [25.792, 19.441, 34.004], [29.755, 21.162, 33.905], [29.077, 19.786, 34.472], [30.198, 19.036, 34.885], [31.283, 19.788, 34.683], [32.484, 19.364, 34.965], [31.127, 20.826, 33.952], [29.512, 22.062, 34.490], [29.492, 21.339, 32.738], [28.427, 19.268, 33.654], [28.314, 20.072, 35.170], [27.838, 15.478, 30.611], [26.447, 14.642, 30.574], [26.225, 14.543, 29.228], [27.183, 15.050, 28.534], [27.156, 15.020, 27.293], [28.037, 15.673, 29.213], [28.654, 14.852, 30.974], [27.951, 16.368, 31.204], [25.711, 15.334, 31.161], [26.357, 13.693, 31.169], [27.791, 14.292, 36.653], [28.972, 14.118, 37.847], [28.293, 13.626, 38.929], [26.967, 13.520, 38.665], [26.195, 13.156, 39.364], [26.710, 13.864, 37.405], [28.063, 13.421, 35.976], [27.537, 15.275, 36.297], [29.556, 14.894, 38.054], [29.946, 13.504, 37.567]],
  "mulliken_charge": [-1.080, 0.557, -1.172, -0.860, 0.177, -1.281, -0.385, 0.093, 0.515, 0.538, 0.578, 0.424, 0.385, 0.492, 0.066, 0.371, -0.101, 0.129, 0.182, 1.103, 0.255, 0.050, -0.416, -0.167, -0.335, -0.631, 1.254, -0.654, -0.252, -0.748, -1.061, -0.349, 0.428, 0.560, 0.383, 0.301, 0.269, 0.361, 0.330, -0.144, -0.471, 1.122, -0.614, -0.378, 0.290, -0.969, -1.219, -0.001, 0.367, 0.207, -0.075, 0.487, 0.305, 0.341, 0.643, -0.330, 0.494, -0.286, 0.526, -0.651, -0.294, 0.136, 0.526, 0.380, -0.499, 0.345, 0.134, -0.363, 0.609, -0.641, -0.364, -0.257, 0.387, -0.229, 0.327, -0.212, 0.289, -0.253, 0.514, -0.636, -0.277, 0.264, 0.228, -0.158, 0.318, 0.481, 0.903, -0.294, 0.479, -0.676, -0.341, -0.180, 0.126, -0.612, -0.024, 0.295, -0.494, -0.441, 0.526, -0.407, -0.114, -0.374, 0.235, 0.412, 0.273]
}

***

Record 2
{
  "formula": "C26H50N2O6S",
  "method": "the ωB97M-V functional and the def2-TZVPD basis",
  "homo_ev": -9.766,
  "relative_energy_kcal_mol": 235.6,
  "homo_lumo_gap_ev": 9.55,
  "lumo_ev": -0.217,
  "smiles": "COCCCCCCCCCCCC[C@]1(CCCO)COS(=O)(=O)O1.CCCC#N.CCCC#N",
  "total_charge": 0,
  "energy_ha": -1979.37949,
  "symbols": ["C", "O", "C", "C", "C", "C", "C", "C", "C", "C", "C", "C", "C", "C", "C", "C", "C", "C", "O", "C", "O", "S", "O", "O", "O", "H", "H", "H", "H", "H", "H", "H", "H", "H", "H", "H", "H", "H", "H", "H", "H", "H", "H", "H", "H", "H", "H", "H", "H", "H", "H", "H", "H", "H", "H", "H", "H", "H", "H", "H", "H", "C", "C", "C", "C", "N", "H", "H", "H", "H", "H", "H", "H", "C", "C", "C", "C", "N", "H", "H", "H", "H", "H", "H", "H"],
  "positions_angstrom": [[8.307, -2.486, 3.508], [8.927, -2.866, 2.211], [8.184, -2.213, 1.085], [8.630, -2.993, -0.286], [7.470, -2.601, -1.426], [7.808, -1.138, -2.085], [6.518, -0.146, -2.279], [5.218, -0.825, -3.009], [4.055, -1.379, -1.998], [3.406, -0.253, -0.996], [4.025, -0.242, 0.520], [3.215, 0.673, 1.607], [2.009, 1.596, 0.995], [0.631, 0.701, 1.064], [-0.469, 1.044, -0.107], [-1.749, 0.089, 0.367], [-1.837, -1.335, -0.462], [-2.469, -2.524, 0.496], [-3.480, -2.027, 1.446], [0.003, 0.907, -1.692], [-0.757, 1.875, -2.516], [-0.575, 3.300, -1.537], [0.847, 3.928, -1.789], [-1.721, 4.210, -2.063], [-0.815, 2.491, -0.025], [7.578, -1.557, 3.401], [7.686, -3.401, 3.905], [9.124, -2.187, 4.323], [8.579, -1.106, 1.027], [7.030, -2.261, 1.325], [8.477, -4.154, -0.089], [9.692, -2.719, -0.694], [7.480, -3.383, -2.316], [6.448, -2.669, -0.859], [8.287, -1.329, -3.148], [8.615, -0.629, -1.368], [6.302, 0.363, -1.247], [6.882, 0.732, -3.001], [5.609, -1.621, -3.775], [4.716, 0.037, -3.666], [4.356, -2.300, -1.342], [3.159, -1.754, -2.694], [2.254, -0.543, -0.881], [3.390, 0.834, -1.486], [3.984, -1.372, 0.905], [5.161, 0.067, 0.586], [2.809, -0.071, 2.448], [3.958, 1.415, 2.174], [1.869, 2.504, 1.758], [2.227, 2.087, -0.044], [0.894, -0.461, 1.134], [0.129, 0.953, 2.118], [-1.621, -0.193, 1.507], [-2.750, 0.729, 0.307], [-0.789, -1.728, -0.826], [-2.600, -1.155, -1.361], [-2.938, -3.408, -0.150], [-1.595, -2.996, 1.119], [-3.837, -2.846, 1.925], [0.109, -0.203, -2.119], [1.121, 1.288, -1.841], [-7.320, 2.855, -1.128], [-6.408, 2.702, 0.083], [-5.011, 2.198, -0.280], [-5.039, 0.844, -0.851], [-5.064, -0.223, -1.310], [-7.490, 1.895, -1.626], [-8.295, 3.245, -0.820], [-6.890, 3.548, -1.858], [-6.879, 2.023, 0.804], [-6.314, 3.676, 0.577], [-4.392, 2.191, 0.624], [-4.536, 2.890, -0.985], [-9.125, 0.308, 0.918], [-10.037, 0.301, 2.138], [-11.417, 0.895, 1.857], [-11.349, 2.318, 1.499], [-11.291, 3.442, 1.209], [-8.925, 1.327, 0.572], [-8.163, -0.153, 1.162], [-9.572, -0.254, 0.091], [-9.550, 0.847, 2.955], [-10.160, -0.735, 2.478], [-12.040, 0.781, 2.752], [-11.909, 0.332, 1.055]],
  "mulliken_charge": [-0.547, -0.388, -0.106, -0.702, -0.146, -0.643, -0.367, -0.729, -0.579, 0.357, -0.258, -0.828, -0.325, -1.118, 1.241, -0.133, -0.302, -0.632, -0.504, -0.152, -0.494, 1.065, -0.536, -0.559, -0.399, 0.233, 0.216, 0.231, 0.202, 0.188, 0.254, 0.306, 0.302, -0.023, 0.281, 0.301, 0.113, 0.267, 0.331, 0.322, 0.233, 0.293, -0.453, 0.329, 0.235, 0.045, 0.250, 0.330, 0.380, 0.204, 0.274, 0.349, 0.432, -0.679, 0.247, 0.303, 0.332, 0.296, 0.302, 0.284, 0.170, -1.328, -0.468, -0.169, 0.392, -0.619, 0.350, 0.350, 0.413, 0.256, 0.360, 0.324, 0.252, -0.647, -0.511, -0.478, 0.301, -0.444, -0.107, 0.310, 0.371, 0.284, 0.328, 0.296, 0.287]
}

***

Record 3
{
  "formula": "C26H51NO6",
  "method": "the ωB97M-V functional and the def2-TZVPD basis",
  "homo_ev": -8.056,
  "relative_energy_kcal_mol": 558.9,
  "homo_lumo_gap_ev": 8.36,
  "lumo_ev": 0.307,
  "total_charge": 0,
  "energy_ha": -1525.94588,
  "symbols": ["C", "C", "N", "H", "H", "H", "C", "C", "C", "O", "C", "H", "H", "H", "H", "H", "H", "H", "H", "C", "C", "C", "O", "C", "H", "H", "H", "H", "H", "H", "H", "H", "C", "C", "C", "O", "C", "H", "H", "H", "H", "H", "H", "H", "H", "C", "C", "C", "O", "C", "H", "H", "H", "H", "H", "H", "H", "H", "C", "C", "C", "O", "C", "H", "H", "H", "H", "H", "H", "H", "H", "C", "C", "C", "O", "C", "H", "H", "H", "H", "H", "H", "H", "H"],
  "positions_angstrom": [[-1.655, -0.344, 3.873], [-0.814, 0.602, 3.194], [-0.121, 1.345, 2.631], [-1.233, -0.458, 4.871], [-1.664, -1.215, 3.217], [-2.710, -0.070, 3.887], [0.669, 0.902, -3.332], [-0.578, 0.477, -2.589], [-1.745, 1.239, -3.290], [-1.256, 1.171, -4.630], [0.120, 1.584, -4.562], [1.352, 0.094, -3.596], [1.381, 1.488, -2.751], [-0.660, 0.740, -1.534], [-0.810, -0.587, -2.614], [-1.814, 2.265, -2.928], [-2.686, 0.710, -3.144], [0.133, 2.664, -4.708], [0.580, 1.132, -5.440], [2.713, 1.282, -1.953], [4.001, 1.522, -1.219], [4.107, 3.028, -1.238], [2.695, 3.429, -1.018], [1.855, 2.372, -1.443], [2.253, 0.308, -1.784], [2.853, 1.430, -3.024], [4.870, 1.025, -1.648], [3.988, 1.237, -0.166], [4.523, 3.450, -2.153], [4.825, 3.359, -0.488], [1.071, 2.757, -2.095], [1.421, 2.128, -0.474], [0.630, 0.346, -0.326], [-0.710, 1.029, 0.212], [-1.816, 0.244, -0.396], [-1.238, -0.970, -0.787], [0.159, -1.124, -0.510], [1.378, 0.323, 0.466], [0.947, 0.852, -1.238], [-0.862, 2.073, -0.062], [-0.774, 1.083, 1.299], [-2.215, 0.589, -1.350], [-2.646, 0.085, 0.292], [0.662, -1.701, -1.285], [0.354, -1.561, 0.470], [4.267, -1.396, 0.075], [3.085, -2.334, 0.464], [1.816, -1.675, 0.039], [2.264, -0.769, -1.003], [3.492, -0.223, -0.523], [4.925, -1.745, -0.720], [4.832, -1.147, 0.973], [3.037, -2.449, 1.546], [3.228, -3.318, 0.018], [1.430, -1.081, 0.868], [1.067, -2.427, -0.211], [3.285, 0.536, 0.231], [3.972, 0.319, -1.338], [-5.907, 1.192, 0.184], [-4.583, 0.936, -0.281], [-3.912, 0.137, 0.888], [-4.963, -0.369, 1.711], [-6.115, 0.449, 1.564], [-6.453, 0.669, -0.602], [-6.031, 2.272, 0.262], [-4.034, 1.860, -0.461], [-4.543, 0.396, -1.227], [-3.237, 0.782, 1.451], [-3.276, -0.626, 0.439], [-6.153, 1.248, 2.305], [-7.011, -0.166, 1.474], [0.906, -3.418, 3.056], [0.790, -2.417, 1.940], [-0.421, -1.551, 2.263], [-0.748, -1.845, 3.630], [0.040, -2.918, 4.138], [1.901, -3.548, 3.480], [0.600, -4.403, 2.704], [0.603, -2.889, 0.975], [1.738, -1.892, 1.817], [-1.182, -1.681, 1.495], [-0.235, -0.478, 2.214], [-0.608, -3.718, 4.496], [0.603, -2.648, 5.031]],
  "mulliken_charge": [-0.822, -0.317, -0.543, 0.344, 0.111, 0.343, 0.411, -0.377, -0.506, -0.501, -0.820, 0.447, -0.993, 0.283, 0.397, 0.283, 0.411, 0.306, 0.318, -1.479, 0.099, -0.917, -0.593, -0.440, 1.940, 0.511, 0.411, 0.188, 0.288, 0.432, 0.511, 0.332, 0.532, -0.085, -0.112, -0.782, 2.244, 0.928, -1.139, 0.669, 0.482, -0.365, 0.247, 0.763, -2.255, -0.853, 0.241, -3.024, -0.389, -0.484, 0.309, 0.311, 0.095, 0.464, 0.960, 0.414, -0.369, 0.477, -0.617, -0.249, 0.241, -0.530, -0.611, 0.273, 0.318, 0.205, 0.194, 0.227, 0.097, 0.287, 0.381, -0.741, -0.115, -0.549, -0.225, -0.713, 0.130, 0.340, 0.488, 0.725, -0.036, 0.415, 0.349, 0.376]
}